No. 1
This record from the OMol25 dataset describes one molecule with the formula C3H5BN2O3 in a non-equilibrium geometry. The level of theory is wB97M-V/def2-TZVPD.

XYZ file:
```
14
Properties=species:S:1:pos:R:3:forces:R:3:nbo_charge:R:1
O -2.11856 -4.12587 -2.73167 0.150 -0.892 -0.217 -0.507
C -1.66619 -3.06427 -2.59522 -0.361 0.242 0.176 0.840
N -1.52008 -1.89755 -2.38537 -0.074 0.891 0.492 -0.396
N -0.62084 -0.87833 -2.39512 0.545 0.262 -0.731 -0.412
C -0.22612 -0.23068 -1.24165 -0.101 -0.177 0.518 0.065
C -0.40438 -0.61376 0.02792 -0.028 -0.073 0.074 -0.668
B 0.21203 0.15404 1.22671 -0.198 -0.236 -0.611 1.067
O 0.03234 -0.34770 2.47766 -0.241 -0.444 0.521 -0.882
O 0.92517 1.29246 0.98806 0.332 0.572 -0.275 -0.896
H -0.69965 -0.30045 -3.22350 -0.053 -0.195 0.223 0.389
H 0.33647 0.66640 -1.45508 0.062 0.100 -0.191 0.211
H -0.97603 -1.51144 0.22407 -0.065 -0.122 -0.021 0.224
H 0.43667 0.13053 3.20300 0.042 0.082 0.020 0.482
H 1.30272 1.72878 1.75456 -0.011 -0.011 0.021 0.484
```
Forces are in eV/Å.

energy relative to the best compared isomer or geometry (same formula, charge and spin) = 0.0 kJ/mol
HOMO level = -0.3097 Ha
Kohn-Sham gap = 8.7218 eV
max |F| = 1.02 eV Å⁻¹
calculated total energy = -12992.2420 eV
SMILES = O=C=NN/C=C/B(O)O
2S+1 = 1



No. 2
This record from the OMol25 dataset describes C3H5BO2 as an isolated structure in a non-equilibrium geometry. The level of theory is wB97M-V/def2-TZVPD.

XYZ file:
```
11
Properties=species:S:1:pos:R:3:forces:R:3:nbo_charge:R:1
B -1.05052 -0.05817 -0.04870 -1.082 1.202 -0.945 1.096
C 2.73686 -0.15265 -0.57476 -1.971 0.442 1.152 -0.353
C 1.66315 0.23114 -0.14113 -1.975 0.454 0.725 -0.034
C 0.02458 0.75002 0.71283 5.267 1.847 -4.087 -0.646
O -1.10600 -1.31284 0.38984 -1.595 -2.314 0.907 -0.889
O -1.85851 0.53416 -1.00361 -0.734 0.051 0.180 -0.905
H 3.66235 -0.63604 -0.73076 0.367 0.038 -0.376 0.233
H 0.25272 1.85469 0.67078 -0.975 -1.221 -0.028 0.253
H 0.39545 0.34936 1.58023 0.111 -0.902 2.482 0.234
H -1.97318 -1.77626 0.44014 1.087 0.477 -0.543 0.503
H -2.74690 0.21661 -1.29487 1.501 -0.074 0.531 0.507
```
Forces are in eV/Å.

energy relative to the best compared isomer or geometry (same formula, charge and spin) = 252.1 kJ/mol
HOMO level = -0.3600 Ha
Kohn-Sham gap = 9.9667 eV
max |F| = 6.92 eV Å⁻¹
calculated total energy = -7962.1281 eV
2S+1 = 1



No. 3
This record from the OMol25 dataset describes C3H5Br as an isolated structure in a non-equilibrium geometry. The level of theory is wB97M-V/def2-TZVPD.

XYZ file:
```
9
Properties=species:S:1:pos:R:3:forces:R:3:nbo_charge:R:1
C 0.58666 -1.44706 0.10023 1.101 4.939 -0.034 -0.426
C -0.42453 -0.60142 -0.04931 3.318 3.973 -0.940 -0.111
C -0.18398 1.36215 -0.21342 0.053 -4.578 -0.688 -0.524
Br -0.97656 1.99529 1.36303 -0.278 0.603 0.653 0.041
H 0.47320 -2.42942 0.17185 -0.878 -4.156 0.202 0.196
H 1.64233 -1.13308 0.19308 -0.685 0.152 0.019 0.194
H -1.36603 -0.87271 -0.30639 -2.911 -0.746 -0.237 0.173
H -0.66635 1.84744 -1.13095 1.012 -1.086 1.355 0.237
H 0.91527 1.27881 -0.12813 -0.731 0.899 -0.330 0.220
```
Forces are in eV/Å.

energy relative to the best compared isomer or geometry (same formula, charge and spin) = 199.2 kJ/mol
HOMO level = -0.3473 Ha
Kohn-Sham gap = 10.5062 eV
max |F| = 5.26 eV Å⁻¹
calculated total energy = -73231.5633 eV
2S+1 = 1